# 1
{
  "formula": "C42H30IN3O4PRuS",
  "method": "ωB97M-V with the def2-TZVPD basis set",
  "symbols": ["Ru", "O", "N", "N", "O", "C", "C", "C", "C", "C", "C", "H", "H", "H", "H", "H", "O", "C", "O", "C", "C", "C", "C", "C", "C", "P", "C", "C", "C", "C", "C", "C", "C", "C", "C", "C", "C", "C", "H", "H", "H", "H", "H", "H", "H", "H", "H", "H", "H", "H", "H", "H", "I", "C", "C", "C", "C", "C", "C", "C", "C", "C", "C", "H", "H", "H", "H", "H", "H", "S", "C", "N", "C", "C", "C", "C", "C", "C", "H", "H", "H", "H", "H"],
  "coordinates": [[-0.13010, 1.02636, -0.30357], [-0.49360, 1.52886, 1.59889], [-1.71554, 1.41659, 1.97916], [-2.52063, 1.13300, 1.04820], [-2.16004, 1.02141, -0.22467], [-3.91392, 0.93577, 1.35186], [-4.34188, 0.90418, 2.67136], [-5.69168, 0.73172, 2.92491], [-6.59582, 0.58894, 1.87924], [-6.14300, 0.60624, 0.56992], [-4.79263, 0.77815, 0.29531], [-3.62927, 1.00869, 3.47554], [-6.03825, 0.70792, 3.94953], [-7.65005, 0.46395, 2.08807], [-6.84060, 0.49072, -0.24923], [-4.41778, 0.79649, -0.71643], [4.16009, 0.91192, -0.29549], [3.14818, 0.23709, -0.16121], [1.97836, 0.95018, 0.38524], [2.93169, -1.13158, -0.40181], [4.12206, -1.87877, -0.70507], [4.11831, -3.23231, -0.82190], [2.91463, -3.96735, -0.66362], [1.75126, -3.28118, -0.42782], [1.69944, -1.87649, -0.31680], [0.06134, -1.20374, -0.15494], [-0.93691, -1.98620, -1.48133], [-2.32916, -1.94037, -1.39739], [-3.11403, -2.39977, -2.44568], [-2.51576, -2.88579, -3.60160], [-1.13236, -2.90965, -3.70284], [-0.34635, -2.46274, -2.64806], [-0.63805, -1.96806, 1.36301], [-0.34332, -1.35453, 2.58128], [-0.79557, -1.89728, 3.77466], [-1.54887, -3.06294, 3.76939], [-1.83738, -3.68790, 2.56545], [-1.38125, -3.14713, 1.37063], [5.04252, -1.31751, -0.79222], [5.04702, -3.75478, -1.01776], [2.90869, -5.04638, -0.73830], [0.82843, -3.84506, -0.33823], [-2.80033, -1.53308, -0.51065], [-4.19374, -2.37503, -2.36130], [-3.12710, -3.24151, -4.42158], [-0.65972, -3.27216, -4.60714], [0.73401, -2.48115, -2.73090], [0.23855, -0.44301, 2.59626], [-0.55913, -1.40511, 4.71004], [-1.90558, -3.48589, 4.70017], [-2.41950, -4.60081, 2.55279], [-1.61883, -3.64733, 0.44039], [1.00246, 3.55077, -1.03946], [1.79589, 4.01193, 0.82639], [1.80512, 5.34586, 1.11737], [2.25440, 5.80623, 2.37091], [2.67711, 4.90467, 3.29458], [2.69152, 3.51499, 3.01725], [3.15828, 2.63287, 4.02072], [3.16824, 1.28978, 3.80988], [2.73297, 0.78687, 2.57431], [2.30652, 1.60962, 1.57180], [2.24595, 3.02311, 1.75335], [1.45924, 6.05869, 0.38156], [2.23878, 6.86562, 2.58941], [3.01281, 5.23085, 4.27142], [3.50766, 3.05579, 4.95448], [3.51516, 0.60726, 4.57466], [2.75701, -0.27844, 2.37671], [-1.28279, 0.72407, -4.63756], [-1.21237, 0.71474, -2.93374], [-0.03081, 0.77427, -2.39264], [0.95593, 0.84924, -3.38752], [2.33530, 0.94034, -3.19123], [3.15254, 1.02564, -4.29597], [2.62514, 1.01261, -5.59528], [1.26872, 0.90922, -5.80606], [0.43957, 0.82993, -4.68633], [-2.11410, 0.65349, -2.34180], [2.75741, 0.94699, -2.20006], [4.22154, 1.10716, -4.15049], [3.29200, 1.08880, -6.44419], [0.85598, 0.89142, -6.80617]],
  "forces_ev_per_a": [[1.585, -0.981, 0.085], [-0.249, 0.074, 0.800], [0.126, 0.121, -0.116], [-0.263, -0.153, 0.073], [-0.463, 0.232, -0.402], [0.259, 0.049, -0.050], [-0.045, -0.020, 0.036], [0.006, 0.010, -0.001], [-0.003, 0.000, 0.009], [0.027, -0.002, -0.016], [-0.090, -0.003, -0.002], [0.000, 0.008, -0.007], [-0.003, -0.002, -0.004], [0.008, -0.018, -0.002], [0.001, -0.003, 0.007], [-0.020, 0.014, 0.002], [-0.053, 0.015, -0.059], [0.068, -0.001, 0.118], [-0.061, 0.610, -0.301], [0.006, -0.154, -0.003], [-0.075, 0.130, -0.050], [-0.052, -0.114, 0.004], [0.102, 0.014, -0.033], [0.010, 0.103, 0.055], [0.121, -0.074, 0.034], [-0.756, -0.009, 0.377], [0.020, 0.100, 0.027], [-0.019, -0.042, -0.035], [0.017, 0.033, 0.020], [0.008, -0.005, -0.006], [0.001, 0.023, 0.001], [0.008, -0.018, 0.002], [0.087, -0.023, -0.009], [0.016, -0.053, 0.008], [0.013, 0.017, -0.011], [-0.001, -0.009, -0.002], [0.003, 0.010, -0.014], [-0.032, 0.005, -0.001], [-0.002, 0.001, -0.015], [-0.013, 0.009, -0.010], [0.006, 0.008, 0.000], [-0.007, 0.013, 0.020], [-0.014, -0.035, -0.004], [0.004, 0.005, 0.004], [0.005, 0.006, 0.007], [0.002, -0.014, 0.012], [-0.009, -0.005, -0.007], [0.020, 0.017, 0.010], [-0.002, -0.001, -0.010], [0.002, 0.007, -0.007], [0.009, 0.000, -0.003], [0.018, -0.009, 0.011], [-0.186, 0.384, -0.157], [0.047, -0.122, 0.181], [0.055, 0.035, 0.066], [-0.047, -0.011, -0.055], [0.024, -0.010, 0.015], [0.000, -0.002, 0.044], [-0.041, 0.044, -0.011], [-0.004, -0.046, -0.027], [0.017, -0.025, 0.085], [0.100, -0.233, 0.126], [0.003, 0.044, -0.090], [-0.031, -0.009, 0.011], [0.025, -0.004, -0.013], [0.009, -0.004, -0.011], [-0.031, -0.005, 0.002], [0.004, 0.007, -0.011], [0.013, 0.005, -0.002], [-0.054, -0.036, -0.066], [-0.001, -0.070, -0.090], [-0.291, 0.224, -0.521], [-0.042, -0.143, 0.112], [-0.046, -0.003, 0.003], [-0.009, -0.004, -0.047], [0.069, 0.003, 0.018], [-0.060, -0.019, 0.045], [0.122, 0.035, -0.099], [0.038, 0.015, -0.039], [0.001, 0.078, -0.027], [-0.009, -0.012, -0.005], [0.000, -0.021, 0.009], [-0.002, 0.015, 0.015]],
  "lowdin_charge": [0.80, -0.27, 0.04, -0.18, -0.27, -0.16, -0.01, -0.07, -0.09, -0.07, -0.02, 0.11, 0.11, 0.10, 0.11, 0.11, 0.06, -0.49, -0.23, -0.16, -0.03, -0.09, -0.10, -0.13, -0.29, 1.01, -0.35, -0.12, -0.08, -0.09, -0.08, -0.09, -0.31, -0.10, -0.07, -0.09, -0.08, -0.09, 0.11, 0.10, 0.09, 0.10, 0.10, 0.10, 0.10, 0.11, 0.11, 0.08, 0.11, 0.10, 0.10, 0.10, 1.20, -0.58, -0.17, -0.07, -0.03, -0.15, -0.03, -0.05, 0.00, -0.24, -0.11, 0.08, 0.11, 0.11, 0.11, 0.11, 0.13, 1.10, -0.47, -0.14, -0.31, -0.02, -0.05, -0.08, -0.09, -0.46, 0.07, 0.07, 0.11, 0.11, 0.11],
  "gap_ha": [0.1858, 0.2787],
  "s2": 0.770,
  "multiplicity": 2
}



# 2
{
  "formula": "C42H32Cl5INNaO4",
  "method": "ωB97M-V with the def2-TZVPD basis set",
  "symbols": ["Na", "Cl", "C", "C", "C", "Cl", "C", "Cl", "C", "Cl", "C", "Cl", "C", "C", "C", "O", "C", "C", "O", "C", "O", "C", "C", "C", "C", "C", "C", "C", "C", "C", "C", "C", "C", "C", "O", "C", "C", "C", "C", "C", "C", "C", "C", "C", "C", "C", "C", "H", "H", "H", "H", "H", "H", "H", "H", "H", "H", "H", "H", "H", "H", "H", "H", "H", "H", "H", "H", "H", "H", "H", "H", "H", "H", "H", "H", "I", "C", "C", "C", "C", "N", "C", "H", "H", "H", "H"],
  "coordinates": [[-0.01472, -1.69292, 0.92103], [-3.13219, -2.37777, 3.99674], [-1.81266, -3.49745, 3.91307], [-1.04963, -3.50765, 2.74977], [-0.01970, -4.44420, 2.78783], [1.01375, -4.50640, 1.40688], [0.22750, -5.31188, 3.84336], [1.49722, -6.49419, 3.79483], [-0.57022, -5.23840, 4.97869], [-0.28334, -6.28923, 6.31716], [-1.59947, -4.30928, 5.02116], [-2.58236, -4.20199, 6.44955], [-1.45401, 1.75232, -4.22613], [-0.62734, 2.29495, -3.04368], [-0.23219, 3.75884, -3.29257], [-1.36380, 2.23456, -1.85364], [-1.01099, 1.03005, -1.17176], [0.45079, 0.85253, -1.59483], [0.52204, 1.50696, -2.86838], [1.04024, -0.59755, -1.69204], [1.20315, -1.16939, -0.49488], [0.14095, -1.37324, -2.66031], [-0.76614, -2.29986, -2.16958], [-1.56698, -3.03183, -3.02640], [-1.47052, -2.84970, -4.39612], [-0.56834, -1.92410, -4.89726], [0.23122, -1.19247, -4.03741], [2.44823, -0.54279, -2.29702], [3.28309, 0.56780, -2.23831], [4.60755, 0.49094, -2.63357], [5.13816, -0.70068, -3.09516], [4.32377, -1.82233, -3.13916], [3.00494, -1.74279, -2.73956], [-1.28028, 1.09305, 0.37725], [-0.96041, -0.07369, 0.93744], [-0.43477, 2.22662, 0.97722], [-0.89796, 3.50984, 1.23161], [-0.09665, 4.42474, 1.89706], [1.19787, 4.09005, 2.25485], [1.68537, 2.82918, 1.94870], [0.86114, 1.89520, 1.35550], [-2.76601, 1.40636, 0.66053], [-3.62579, 2.16419, -0.12313], [-4.94986, 2.34159, 0.24853], [-5.43590, 1.78388, 1.41808], [-4.58479, 1.03289, 2.21158], [-3.27201, 0.85132, 1.82932], [-2.35015, 2.35561, -4.35076], [-1.73331, 0.72306, -4.01657], [-0.86225, 1.77529, -5.13776], [-1.12806, 4.36618, -3.39524], [0.37091, 3.82572, -4.19429], [0.34419, 4.11369, -2.44166], [-1.62069, 0.19561, -1.55202], [1.07844, 1.41226, -0.89114], [-0.82491, -2.43277, -1.09800], [-2.26525, -3.75448, -2.62311], [-2.09383, -3.42294, -5.07294], [-0.48259, -1.77928, -5.96864], [0.93147, -0.47044, -4.43257], [2.89795, 1.51237, -1.89101], [5.23130, 1.37679, -2.58509], [6.17408, -0.75722, -3.41219], [4.72444, -2.76582, -3.49139], [2.38451, -2.62640, -2.75246], [-1.89973, 3.78001, 0.93295], [-0.48736, 5.40470, 2.14445], [1.82088, 4.79649, 2.78972], [2.70947, 2.56633, 2.18559], [1.18962, 0.88183, 1.18073], [-3.26316, 2.61362, -1.03304], [-5.61318, 2.92292, -0.38484], [-6.47188, 1.92648, 1.70524], [-4.94794, 0.58039, 3.12453], [-2.60083, 0.24176, 2.41136], [0.59890, 1.84410, 5.46470], [1.54840, 0.47038, 4.18016], [2.89153, 0.62482, 3.89331], [3.47238, -0.28281, 3.02265], [2.68849, -1.31737, 2.53197], [1.42685, -1.48809, 2.87678], [0.84930, -0.60237, 3.66149], [3.46193, 1.43941, 4.32175], [4.51093, -0.18327, 2.74012], [3.08442, -2.04414, 1.83947], [-0.19319, -0.76846, 3.88085]],
  "forces_ev_per_a": [[-0.141, -2.528, 1.502], [-0.650, 0.579, 0.032], [0.504, -0.162, -0.487], [0.106, -0.346, 0.508], [-0.754, 0.301, 0.399], [0.659, -0.198, -0.715], [0.042, -0.030, -0.005], [0.184, -0.083, -0.100], [0.006, 0.030, -0.018], [0.033, -0.154, 0.208], [0.000, -0.055, 0.038], [-0.077, 0.015, 0.085], [0.222, 0.012, 0.553], [-0.238, 0.572, -0.704], [-0.050, -0.530, 0.279], [0.074, 0.337, -0.044], [-0.059, -0.694, 0.205], [0.335, -0.147, 0.579], [-0.053, 0.061, -0.140], [0.159, 0.493, -0.355], [0.863, 0.130, -0.898], [0.053, -0.126, -0.097], [0.147, 0.136, 0.151], [-0.198, -0.187, 0.003], [-0.103, -0.060, -0.124], [-0.007, -0.025, -0.202], [-0.115, -0.019, -0.015], [0.396, 0.045, -0.031], [-0.243, -0.017, -0.046], [0.258, 0.095, -0.052], [0.200, 0.063, -0.027], [0.069, -0.165, -0.098], [-0.002, 0.056, -0.022], [-0.257, 0.372, -0.335], [-0.949, 1.636, -0.006], [-0.017, 0.040, 0.139], [0.058, -0.066, -0.057], [0.022, 0.232, 0.041], [0.117, 0.172, 0.032], [0.156, 0.124, -0.023], [0.033, 0.089, 0.064], [-0.110, -0.019, -0.059], [0.007, 0.046, -0.142], [-0.271, 0.132, -0.024], [-0.261, 0.073, -0.022], [-0.064, 0.044, 0.083], [0.066, -0.119, 0.115], [-0.104, 0.078, -0.047], [-0.069, -0.084, -0.032], [0.074, -0.007, -0.120], [-0.085, 0.098, -0.050], [0.045, 0.037, -0.118], [0.057, 0.039, 0.077], [0.014, 0.117, 0.074], [-0.028, -0.176, -0.175], [-0.070, -0.111, -0.119], [-0.039, -0.013, 0.022], [-0.008, -0.025, 0.011], [-0.006, 0.015, -0.024], [0.057, 0.008, -0.009], [-0.077, 0.142, 0.044], [0.013, 0.020, 0.008], [-0.013, -0.001, 0.010], [0.007, -0.049, 0.011], [-0.069, -0.105, -0.005], [-0.093, 0.064, 0.038], [-0.021, 0.054, -0.008], [0.028, 0.085, -0.029], [-0.029, 0.036, 0.054], [0.085, -0.159, -0.085], [-0.024, 0.024, -0.055], [0.024, 0.004, -0.005], [-0.023, 0.001, -0.013], [-0.021, -0.048, 0.084], [0.094, -0.130, 0.064], [0.079, -0.253, -0.243], [0.007, 0.331, 0.627], [0.013, -0.110, -0.032], [0.005, 0.053, 0.113], [0.458, 0.047, -0.041], [-0.046, -0.262, -0.336], [-0.232, 0.209, 0.360], [-0.034, -0.003, -0.042], [0.027, -0.047, -0.071], [0.110, -0.075, -0.145], [-0.253, 0.045, 0.039]],
  "lowdin_charge": [0.12, 0.63, -0.75, -0.13, -0.75, 0.69, -0.72, 0.61, -0.74, 0.61, -0.72, 0.60, 0.02, -0.59, 0.01, -0.03, -0.12, -0.14, -0.02, -0.49, -0.18, -0.14, 0.00, -0.08, -0.12, -0.10, -0.05, -0.12, -0.02, -0.11, -0.14, -0.10, -0.03, -0.47, -0.22, -0.09, -0.01, -0.11, -0.14, -0.11, -0.03, -0.12, -0.04, -0.11, -0.13, -0.09, -0.02, 0.08, 0.08, 0.08, 0.08, 0.08, 0.09, 0.17, 0.13, 0.11, 0.10, 0.08, 0.09, 0.12, 0.11, 0.09, 0.08, 0.09, 0.12, 0.11, 0.09, 0.09, 0.09, 0.11, 0.10, 0.09, 0.08, 0.09, 0.09, 0.84, -0.69, -0.18, -0.05, -0.12, 0.09, -0.19, 0.09, 0.10, 0.11, 0.10],
  "gap_ha": 0.2161,
  "total_charge": -2
}



The evaluated electronic energy for the records listed, in turn: -3215.7657; -4736.4058 Eh.